Density functional theory data (wB97M-V/def2-TZVPD) for a structure of composition C11H12F3N6O8SSn at a distorted geometry.

Each line ends with the Mulliken charge.
Atoms and positions in Å:
H 4.467 -0.952 -0.835  0.333
C -0.379 -2.028 0.725  0.464
H -1.355 1.636 -3.911  0.354
C 2.517 -0.805 -1.201  0.637
N 1.799 -1.075 3.204  -0.553
C -2.107 0.412 -2.235  0.460
C 1.486 2.600 3.699  -0.389
O -1.799 -0.087 -1.090  -0.530
O 0.801 0.511 1.768  -0.635
H -0.157 -0.035 -2.648  0.320
O 4.009 -0.692 1.053  -0.782
H 3.940 -1.824 -2.143  0.270
F 0.801 -2.741 0.762  -0.301
N 2.971 -0.026 0.914  0.643
H -0.075 0.635 -3.147  0.266
N 3.806 -0.974 -1.611  -0.556
N 0.298 -0.781 -1.921  -0.496
O 1.748 -1.638 5.681  -0.709
H 1.987 -0.900 -3.138  0.293
F -1.260 -2.699 -0.094  -0.295
C 1.905 3.411 4.752  -0.669
O -1.377 0.644 1.075  -0.901
O 2.699 0.940 1.630  -0.483
C 2.563 2.867 5.861  -0.412
O -3.167 0.328 -2.853  -0.711
F -0.895 -1.996 1.972  -0.228
C 2.383 0.729 4.872  -0.051
Sn -0.040 -0.003 -0.013  1.835
H 2.880 3.518 6.669  0.375
N 1.633 -1.144 -2.219  -0.538
C 1.417 0.115 2.817  0.858
S 2.542 -1.005 4.656  1.165
H 1.716 4.478 4.706  0.378
H 3.320 1.055 6.780  0.408
C 1.734 1.240 3.770  0.147
H 0.976 3.013 2.836  0.496
C 2.812 1.501 5.934  -0.644
O 3.951 -1.298 4.539  -0.692
H -0.376 -1.597 -2.047  0.409
N 2.048 -0.378 -0.063  -0.002
H -0.709 2.108 -2.330  0.288
C -0.995 1.258 -2.956  -0.821

Values from the calculation:
**Relative energy (zero: lowest compared OMol25 entry of this formula, charge and spin)**: 234.34 kcal/mol
**Highest occupied orbital energy (spin up / spin down)**: -3.845 / -3.852 eV
**Largest force on an atom**: 0.1376 hartree/bohr
**Calculated total energy**: -2268.53917 Eh
**Gap between HOMO and LUMO (spin up / spin down)**: 5.205 / 5.215 eV
**Net charge**: -1